# C46H98N6O32

A 16-piece molecular cluster, C46H98N6O32 overall at a distorted geometry (ωB97M-V/def2-TZVPD, the Open Molecules 2025 dataset).

```
182
Properties=species:S:1:pos:R:3:lowdin_charge:R:1
C -19.73704 23.24755 0.91613 0.0397
N -20.30284 22.56880 2.12846 -0.3747
O -20.82122 21.44820 2.03906 0.0567
O -20.20353 23.18269 3.21507 0.0206
H -19.89996 24.32473 0.95154 0.0808
H -20.25948 22.70542 0.12793 0.1031
H -18.67153 23.06283 0.77949 0.0760
C -12.06900 20.22596 -1.22247 0.0732
N -12.50626 21.43609 -0.44294 -0.3922
O -11.69794 21.89334 0.35329 0.0659
O -13.65706 21.84454 -0.56264 0.0284
H -11.28499 19.74222 -0.63986 0.1007
H -11.57011 20.61151 -2.11161 0.1063
H -12.91083 19.55233 -1.38263 0.0848
C -15.88394 20.65019 2.76390 0.0465
N -15.27956 19.31624 2.92920 -0.3905
O -15.29328 18.75641 4.01292 0.0497
O -14.62581 18.84751 1.96854 0.0207
H -15.69795 20.89548 1.71827 0.0833
H -15.34163 21.39246 3.34959 0.0808
H -16.94465 20.59247 3.00818 0.0894
C -19.06163 18.49061 3.47686 0.0412
N -20.06965 17.87121 2.57230 -0.3998
O -20.47716 16.74810 2.85179 0.0432
O -20.33297 18.46382 1.53401 0.0565
H -19.57212 19.42615 3.70548 0.0888
H -18.17805 18.70398 2.87532 0.0753
H -18.87256 17.87227 4.35436 0.0800
C -16.38446 19.81438 -1.15145 0.0483
N -17.67412 20.51898 -0.80434 -0.4025
O -18.60109 19.91326 -0.31906 0.0852
O -17.66300 21.74348 -0.92255 0.0260
H -16.32291 18.74102 -0.97197 0.0827
H -15.63177 20.28791 -0.52111 0.0583
H -16.09512 20.01610 -2.18280 0.1033
C -13.08076 24.64373 1.20927 0.0561
N -13.04643 23.76606 2.40463 -0.4469
O -12.34386 24.08757 3.33128 0.0610
O -13.65650 22.74770 2.44113 0.0535
H -12.02852 24.88860 1.06465 0.1074
H -13.68051 25.51949 1.45718 0.0936
H -13.46443 24.15473 0.31386 0.0654
O -11.70673 14.11828 1.49398 0.0456
C -12.02174 13.84776 2.68372 -0.5284
O -12.56938 12.76428 3.13311 0.0189
C -12.90800 11.76451 2.15664 -0.1815
C -14.05597 12.18364 1.20051 -0.0570
C -11.59661 14.79891 3.76015 0.0206
H -13.14061 10.86752 2.73056 0.1246
H -12.05665 11.57776 1.50208 0.1199
H -14.90528 12.47181 1.81997 0.0645
H -14.38532 11.20966 0.83856 0.0754
H -13.90519 12.95773 0.44808 0.0700
H -10.85882 15.52260 3.41368 0.0784
H -11.05532 14.30420 4.56661 0.0948
H -12.44077 15.35243 4.17138 0.0722
O -13.40192 23.84117 8.49359 0.0601
C -13.23889 22.86634 7.72624 -0.5158
O -12.30025 21.98841 7.84568 -0.0046
C -11.58690 21.86738 9.04025 -0.2062
C -10.34634 20.91606 8.91390 -0.0423
C -13.92181 22.63570 6.37329 0.0384
H -12.26230 21.44113 9.78204 0.1241
H -11.19830 22.81787 9.40583 0.1239
H -9.73626 21.37593 8.13645 0.0727
H -10.54288 19.90651 8.55294 0.0510
H -9.75133 20.82777 9.82289 0.0749
H -14.78843 23.29676 6.38232 0.0739
H -14.30818 21.62310 6.25726 0.0797
H -13.12774 22.89986 5.67489 0.0816
O -11.36631 15.49195 10.09591 0.0784
C -11.47035 16.71984 10.17506 -0.4903
O -12.26048 17.50426 9.40289 -0.0375
C -12.95479 17.04845 8.25362 -0.1955
C -13.93066 18.21961 7.79782 -0.0294
C -10.99703 17.47185 11.40763 0.0165
H -13.58124 16.18606 8.48155 0.1242
H -12.33758 16.84451 7.37866 0.0855
H -13.37726 19.12516 7.54916 0.0565
H -14.48421 18.46801 8.70334 0.0717
H -14.59198 17.95585 6.97248 0.0518
H -11.64064 18.32538 11.62055 0.0794
H -9.98176 17.84727 11.27956 0.0845
H -11.07398 16.85710 12.30443 0.0876
O -14.62646 17.40623 -2.53404 0.0716
C -14.37006 16.42602 -1.85590 -0.5627
O -14.69680 15.20211 -2.13704 0.0097
C -15.81738 14.89934 -2.95941 -0.1845
C -15.57503 14.89556 -4.52651 -0.0617
C -13.56045 16.54944 -0.58978 0.0296
H -16.65519 15.57510 -2.78759 0.1220
H -16.08456 13.84984 -2.83581 0.1173
H -14.64936 14.36246 -4.74339 0.0726
H -15.55494 15.87371 -5.00704 0.0669
H -16.33844 14.29711 -5.02367 0.0686
H -12.49781 16.67303 -0.79864 0.0989
H -13.83422 15.71020 0.04962 0.0712
H -13.83423 17.39893 0.03593 0.0594
O -16.71563 23.79656 3.43864 0.0365
C -16.48165 25.05396 3.45964 -0.4092
O -17.12468 26.10617 2.84011 -0.0196
C -18.16814 25.79526 1.94821 -0.2465
C -18.24977 26.99070 0.98198 -0.0545
C -15.26185 25.57471 4.17035 0.0174
H -19.10491 25.76716 2.50478 0.1282
H -17.88716 24.92332 1.35757 0.0942
H -18.22887 27.90701 1.57193 0.0795
H -19.20484 26.92111 0.46131 0.0757
H -17.36592 27.01217 0.34445 0.0712
H -14.74334 24.75356 4.66529 0.0614
H -15.47231 26.35597 4.90072 0.0986
H -14.64131 26.10411 3.44732 0.0764
O -21.05881 18.29741 5.69712 0.0577
C -20.96452 17.21505 6.27925 -0.4769
O -20.19188 16.89751 7.35908 -0.0250
C -19.40264 17.92327 8.03306 -0.1841
C -17.94224 17.90548 7.48308 -0.0489
C -21.76878 16.03344 5.75089 0.0222
H -19.38010 17.75978 9.11050 0.1155
H -19.91023 18.87570 7.88033 0.1073
H -17.47431 18.85358 7.74810 0.0696
H -18.03682 17.93110 6.39749 0.0538
H -17.48374 17.01968 7.92267 0.0803
H -22.83860 16.15303 5.92200 0.0884
H -21.40051 15.14857 6.27000 0.0814
H -21.66122 15.88103 4.67697 0.0645
O -18.47572 24.55769 8.78535 0.0805
C -17.64666 23.66228 8.60102 -0.4951
O -17.61956 22.80702 7.55457 -0.0101
C -18.60281 22.80079 6.57398 -0.2546
C -18.50469 21.64508 5.61598 -0.0529
C -16.57626 23.31865 9.59745 0.0140
H -18.59022 23.75501 6.04730 0.1218
H -19.61576 22.80550 6.97649 0.1308
H -18.75982 20.74449 6.17450 0.0657
H -17.47374 21.51938 5.28516 0.0633
H -19.16133 21.72942 4.75007 0.0580
H -15.82631 24.10744 9.53840 0.0810
H -16.07900 22.35095 9.53111 0.0818
H -17.07719 23.40892 10.56130 0.0892
O -17.81469 14.94608 4.68508 0.0720
C -16.69271 15.27826 4.26176 -0.4997
O -16.37775 15.60047 2.98596 -0.0108
C -17.42430 15.74919 2.04595 -0.2344
C -17.13372 14.92990 0.80835 -0.0509
C -15.47220 15.32926 5.07747 0.0266
H -17.43233 16.75736 1.63169 0.1153
H -18.37752 15.37798 2.42235 0.1117
H -18.00526 14.99295 0.15678 0.0864
H -16.99793 13.85280 0.90583 0.0806
H -16.29122 15.47513 0.38289 0.0630
H -15.41296 16.28282 5.60218 0.0769
H -14.63614 15.12636 4.40818 0.0691
H -15.43606 14.43145 5.69450 0.1015
O -9.18181 17.09612 4.60970 0.0626
C -10.01398 17.31286 5.51233 -0.5597
O -11.09127 18.03635 5.41945 0.0087
C -11.47985 18.66170 4.22135 -0.2115
C -12.20857 19.95660 4.48792 -0.0522
C -9.81065 16.82829 6.87545 0.0190
H -12.12454 18.04976 3.59048 0.1173
H -10.58897 18.76266 3.60148 0.1257
H -13.16335 19.79448 4.98813 0.0549
H -12.29357 20.49243 3.54253 0.0743
H -11.63536 20.67134 5.07841 0.0808
H -10.29462 15.85851 6.99118 0.1026
H -10.25589 17.49998 7.60941 0.0677
H -8.75018 16.82120 7.12732 0.1046
O -18.79108 25.46590 -1.73823 0.0890
C -18.06560 26.02954 -2.52449 -0.5037
O -16.76442 25.67611 -2.72350 -0.0300
C -16.06323 24.64925 -2.06039 -0.2580
C -14.66428 24.56372 -2.47526 -0.0717
C -18.43442 27.13854 -3.49207 0.0299
H -16.56765 23.70162 -2.24921 0.1192
H -16.11491 24.94113 -1.01147 0.1207
H -14.14490 23.73384 -1.99605 0.0569
H -14.17445 25.51420 -2.26372 0.0869
H -14.62137 24.45574 -3.55905 0.0886
H -19.40004 26.90471 -3.94039 0.0905
H -17.66716 27.17017 -4.26565 0.0839
H -18.46109 28.08356 -2.94956 0.0898
```

Output
LUMO energy   -0.590 eV
Electronic energy   -4547.1750 hartree